Density functional theory data (ωB97M-V/def2-TZVPD) for a molecular structure, C35H29BrNPPtSbSe2.

Structure (XYZ):
```
71
C35H29BrNPPtSbSe2 | the Open Molecules 2025 dataset | ωB97M-V/def2-TZVPD
Pt -0.708 0.437 -0.128
Sb -0.937 -1.748 2.194
Br 3.508 4.058 3.655
Se 1.188 -0.009 -1.547
Se -2.030 -0.543 -1.928
P -0.183 -0.843 -3.039
N 0.606 1.499 1.113
C 0.532 -5.222 -4.101
C 0.451 2.828 1.195
C -1.303 -3.646 -0.145
C -2.943 0.424 0.965
C -0.820 1.848 -6.010
C -3.412 -3.050 0.840
C 0.789 -0.380 -5.575
C 0.088 1.440 -6.976
C -0.927 1.150 -4.818
C 1.619 0.925 1.772
C -0.473 -4.494 -4.729
C -3.387 -3.326 6.167
C 2.501 1.651 2.548
C -3.895 -2.249 5.456
C -1.747 1.125 2.941
C -3.593 1.681 0.934
C -2.199 -3.921 5.766
C -3.220 -1.768 4.342
C 0.138 -2.566 -3.432
C -2.416 2.321 2.928
C 0.895 0.330 -6.758
C -1.956 -4.439 -1.077
C 1.296 3.628 1.935
C -2.024 -2.944 0.815
C -3.341 -4.521 -1.063
C -0.672 -3.166 -4.398
C -0.127 0.032 -4.604
C -4.069 -3.828 -0.104
C -1.521 -3.436 4.656
C 2.334 3.024 2.628
C 1.334 -4.626 -3.139
C 1.138 -3.294 -2.799
C -2.029 -2.360 3.931
C -3.331 2.615 1.901
C -1.994 0.135 1.957
H -1.797 -4.760 6.319
H -1.451 -2.596 -4.891
H 1.757 -2.825 -2.044
H -1.633 1.462 -4.059
H 2.115 -5.195 -2.654
H 0.169 1.987 -7.906
H -3.633 -0.926 3.798
H -1.038 0.920 3.737
H -0.221 -3.571 -0.174
H 0.690 -6.259 -4.365
H -3.322 -0.375 0.341
H -1.448 2.711 -6.186
H 1.144 4.697 1.968
H 1.409 -1.252 -5.410
H 1.601 0.014 -7.514
H -3.986 -2.539 1.605
H -0.590 -3.908 4.360
H -1.384 -4.987 -1.815
H -3.915 -3.701 7.034
H -3.846 3.566 1.894
H -4.325 1.877 0.162
H -3.855 -5.134 -1.791
H -4.821 -1.783 5.767
H 1.706 -0.149 1.676
H -2.240 3.045 3.713
H -0.378 3.249 0.643
H -5.148 -3.904 -0.083
H 3.301 1.149 3.072
H -1.098 -4.962 -5.477
```

## Properties
Molar mass: 1049.26 g mol⁻¹
Electronic energy: -258060.344 eV
Largest force on an atom: 0.3 eV Å⁻¹
HOMO level: -10.774 eV
Orbital gap: 7.674 eV
Net charge: +1
LUMO energy: -3.1 eV
Relative energy (zero: lowest compared OMol25 entry of this formula, charge and spin): 0.2 kcal/mol

Löwdin population analysis, charges in e, atoms 1 to 4: number 1, Pt, carries 0.420; number 2, Sb, carries 1.493; number 3, Br, carries 0.833; number 4, Se, carries 0.414


Density functional theory data (ωB97M-V/def2-TZVPD) for a molecular structure, C35H29F5IN5O7ReSSe.

Structure (XYZ):
```
85
C35H29F5IN5O7ReSSe | the Open Molecules 2025 dataset | ωB97M-V/def2-TZVPD
Re -0.965 -1.366 -0.579
I -0.403 -2.561 1.801
Se 2.341 0.263 0.897
S 1.259 -1.013 -3.003
F -0.540 -3.964 -1.957
F -3.336 -3.720 0.122
F -2.925 -5.205 -1.385
F -1.530 -4.903 0.239
F -2.393 -2.958 -2.513
O -1.417 -0.262 -2.231
O 1.757 -3.377 -0.154
O -0.490 0.927 -0.671
O 0.404 -1.515 -4.031
O -4.229 3.554 2.356
O -2.778 -1.041 -0.107
O 1.429 0.402 -2.853
N 0.860 -1.711 -1.504
N -1.484 0.305 1.847
N -5.153 1.265 -1.505
N 3.754 1.025 3.256
N 3.817 -1.112 2.962
C -0.980 3.348 -2.063
C -2.367 -4.274 -0.610
C 3.483 2.432 3.036
C 0.782 -1.261 4.246
C -1.033 0.900 -1.793
C -3.788 3.687 1.001
C -1.327 2.105 -2.583
C -2.313 3.156 -4.498
C 2.983 -2.659 -2.057
C 4.509 -0.841 4.127
C 2.820 -1.799 -3.113
C -1.975 4.399 -3.978
C 4.919 -2.412 -3.995
C -4.000 2.393 0.266
C -0.289 1.270 3.809
C -4.756 -1.047 -2.090
C 4.126 -3.434 -1.950
C 1.826 -2.653 -1.121
C -2.346 1.223 1.707
C -3.471 0.118 -0.260
C -4.467 0.160 -1.258
C 5.094 -3.299 -2.932
C 3.352 0.039 2.414
C 4.466 0.493 4.313
C -0.048 -1.019 3.167
C -1.304 4.497 -2.765
C 1.088 -0.218 5.109
C 0.564 1.048 4.877
C -0.625 0.228 2.949
C 3.703 -2.424 2.351
C 3.769 -1.646 -4.106
C -1.580 -3.231 -1.445
C -3.261 1.232 0.552
C -4.901 2.353 -0.775
C -1.987 2.003 -3.802
H -5.468 3.242 -1.034
H -2.234 5.298 -4.524
H 3.043 -3.064 2.935
H -0.679 2.264 3.627
H 4.962 -1.618 4.715
H -2.833 3.087 -5.444
H -2.235 1.024 -4.190
H 5.998 -3.892 -2.882
H 3.288 -2.305 1.354
H 1.196 -2.247 4.414
H -2.729 3.970 0.968
H -1.031 5.468 -2.372
H 3.619 -0.961 -4.930
H -4.358 4.468 0.492
H 4.873 1.107 5.095
H -4.834 -1.944 -1.475
H 5.693 -2.324 -4.747
H 4.101 3.011 3.719
H 2.429 2.646 3.212
H -4.098 4.397 2.801
H 1.741 -0.394 5.954
H -3.944 -1.219 -2.797
H -5.681 -0.885 -2.638
H -2.485 2.023 2.435
H 4.240 -4.117 -1.119
H 3.718 2.687 2.005
H -0.452 3.392 -1.119
H 4.690 -2.883 2.291
H 0.822 1.868 5.536
```

## Properties
Multiplicity: 2
Molar mass: 1150.77 g mol⁻¹
Electronic energy: -158548.875 eV
Largest force on an atom: 0.7 eV Å⁻¹
HOMO level (spin up / spin down): -7.314 / -7.312 eV
Orbital gap (spin up / spin down): 5.931 / 6.278 eV
Net charge: 0
LUMO energy (spin up / spin down): -1.4 / -1.0 eV
Relative energy (zero: lowest compared OMol25 entry of this formula, charge and spin): 7.8 kcal/mol

Löwdin population analysis, charges in e, atoms 1 to 4: number 1, Re, carries 1.436; number 2, I, carries 1.384; number 3, Se, carries 0.724; number 4, S, carries 0.663


Density functional theory data (ωB97M-V/def2-TZVPD) for a molecular structure, C35H29N5O7Ti in a non-equilibrium geometry.

Structure (XYZ):
```
77
C35H29N5O7Ti | the Open Molecules 2025 dataset | ωB97M-V/def2-TZVPD
Ti -0.787 -0.692 -0.587
O -3.318 1.729 1.138
O -0.010 -1.679 0.946
O 4.927 0.981 -4.261
O -2.347 -0.635 -1.475
O 0.085 -3.007 2.731
O -4.210 -1.701 -2.227
O 5.155 -1.276 -4.320
N -0.776 1.479 -1.643
N -2.741 -1.406 1.075
N -0.627 0.689 0.800
N -0.377 -2.751 -1.348
N 0.798 -0.546 -1.965
C -3.652 -0.554 1.879
C -0.955 -4.016 -0.839
C -0.221 2.662 5.495
C 0.819 3.142 -2.203
C 4.241 1.529 -0.244
C 0.304 -5.214 -2.589
C 2.441 0.139 0.557
C 0.306 1.186 1.472
C -1.031 2.447 3.235
C 1.188 -4.066 -2.656
C -1.194 2.908 4.536
C -0.546 -2.365 1.909
C 1.435 -1.651 -2.390
C -3.507 -2.033 0.003
C -2.058 -2.316 1.998
C 2.306 2.525 0.786
C 4.564 -0.205 -4.090
C 0.434 1.820 -2.044
C -4.220 0.622 1.133
C 0.730 -2.906 -2.091
C 1.095 1.518 3.838
C 1.307 0.657 -2.340
C 3.548 2.659 0.178
C 2.656 -1.563 -3.073
C -1.697 2.424 -1.464
C 0.118 1.750 2.871
C -0.125 4.130 -1.982
C 3.205 -0.346 -3.370
C -3.457 -1.511 -1.268
C -0.754 -5.176 -1.782
C 1.731 1.268 0.958
C 0.923 1.960 5.143
C 3.690 0.272 -0.041
C -1.414 3.767 -1.630
C 2.472 0.793 -3.026
H -2.190 4.503 -1.467
H -2.427 -3.337 1.889
H -0.506 -4.263 0.146
H -1.467 -5.994 -1.743
H -5.135 0.957 1.623
H -1.808 2.619 2.504
H 3.968 3.645 0.019
H 2.075 -4.082 -3.264
H -4.412 -2.558 0.300
H 1.997 -0.838 0.692
H -2.094 3.452 4.801
H 2.855 1.757 -3.323
H -3.126 -0.167 2.760
H 1.755 3.407 1.099
H -4.481 -1.186 2.224
H -4.473 0.310 0.119
H 1.988 0.968 3.567
H -2.678 2.082 -1.168
H 5.197 1.628 -0.744
H -2.436 1.333 1.029
H -2.249 -2.012 3.028
H 0.145 5.174 -2.086
H -2.007 -3.861 -0.664
H 4.216 -0.612 -0.380
H 1.836 3.380 -2.479
H 3.194 -2.445 -3.376
H 0.482 -6.068 -3.236
H 1.684 1.751 5.885
H -0.355 3.015 6.511
```

## Properties
Molar mass: 679.51 g mol⁻¹
Electronic energy: -81668.737 eV
Largest force on an atom: 2.4 eV Å⁻¹
HOMO level (spin up / spin down): -1.401 / -1.403 eV
Orbital gap (spin up / spin down): 5.481 / 5.483 eV
Net charge: -2
LUMO energy (spin up / spin down): 4.1 / 4.1 eV
Relative energy (zero: lowest compared OMol25 entry of this formula, charge and spin): 3.1 kcal/mol

Löwdin population analysis, charges in e, atoms 1 to 4: number 1, Ti, carries 1.146; number 2, O, carries -0.125; number 3, O, carries -0.169; number 4, O, carries -0.065